49
Properties=species:S:1:pos:R:3 method="wB97M-V/def2-TZVPD" molar_mass_g_mol=259.3 de_lowest_kcal_mol=74.8 total_charge=0 e_homo_ev=-9.208 orbital_gap_ev=8.938
C 1.2461 -2.5653 1.3856
C 0.5802 -1.8913 0.1171
C 0.9995 -0.3682 0.2311
C -0.1925 0.5366 -0.2330
C 0.3881 1.9028 -0.8793
N -0.8370 1.0339 0.9265
C -2.1885 1.7094 0.8018
C -2.4998 2.5490 2.0589
H 1.0673 -3.6296 1.4145
H 2.3139 -2.3356 1.3654
H 0.6382 -2.2163 2.1797
H -0.5006 -1.8875 0.2277
H 1.0804 -2.3455 -0.8088
H 1.8632 -0.1462 -0.2926
H 1.4961 -0.0649 1.2161
H -0.9391 0.1816 -0.9278
H 0.9193 1.5331 -1.7963
H 0.9480 2.4660 -0.2526
H -0.5625 2.2639 -1.3493
H -1.0180 0.2656 1.6674
H -3.0189 1.0562 0.6704
H -2.0403 2.5484 0.0252
H -2.7203 3.6113 1.7596
H -3.4725 2.3185 2.6599
H -1.6814 2.6577 2.9263
O -2.9835 3.0529 -3.2093
H -3.7575 2.8629 -2.6830
H -2.8422 2.0643 -3.1437
O 2.9114 0.5337 4.4032
H 2.7014 1.4940 4.3468
H 3.5188 0.4210 3.6117
O 1.1606 0.5769 -4.3117
H 1.0205 -0.2522 -4.8057
H 1.4247 0.1541 -3.4240
O 0.6393 -4.1013 -2.3279
H -0.1733 -4.6071 -2.0037
H 0.3038 -3.2621 -1.9371
O 0.7926 1.9753 3.4112
H 0.7473 2.7977 3.0192
H 0.3077 1.3684 2.7469
O 1.8305 -1.9367 -3.8534
H 1.0403 -2.3436 -4.0917
H 2.4040 -2.6192 -3.8671
O -1.0947 -1.9444 -3.9888
H -1.5345 -2.7829 -3.7654
H -1.7363 -1.2963 -3.5421
O 0.1779 -0.8221 4.7461
H 0.0823 0.1593 5.0051
H 1.1906 -0.6763 4.5708

55
Properties=species:S:1:pos:R:3 method="wB97M-V/def2-TZVPD" molar_mass_g_mol=325.4 de_lowest_kcal_mol=114.9 total_charge=0 e_homo_ev=-8.696 orbital_gap_ev=8.421
C -1.0691 -1.0977 -0.3546
C 0.3796 -0.6436 -0.3916
C 0.6056 -0.6033 1.0283
C 1.0264 0.4334 1.8366
N 1.3755 -0.0832 3.0893
C 1.3428 -1.5178 3.1032
C 0.6722 -1.8578 1.8488
C 0.4305 -3.2901 1.4985
H -1.2069 -1.6929 -1.2754
H -1.4301 -1.6023 0.6464
H -1.7064 -0.1332 -0.3842
H 0.1509 0.2971 -0.9445
H 1.1318 -1.1944 -1.0315
H 1.0252 1.5510 1.5464
H 2.0643 0.4885 3.5664
H 1.5206 -2.0321 3.9813
H 0.7861 -3.4162 0.4820
H 0.8438 -3.8935 2.3204
H -0.5579 -3.5784 1.2714
H -2.8435 -0.8723 3.5118
H -2.2823 -0.1484 2.2085
O -3.0158 -0.1049 2.9183
H -1.9963 3.7573 -1.3605
H -1.5273 2.3742 -1.1731
O -1.1439 3.2464 -1.3210
H 3.1336 0.7357 0.7063
H 3.6614 2.1360 -0.0251
O 3.9382 1.1830 0.2165
H -3.2692 1.3231 -2.8443
H -1.8257 0.7478 -2.3577
O -2.6419 1.1139 -2.0383
H -0.6296 1.5190 -4.4197
H 0.5343 0.3254 -4.0397
O -0.4488 0.4799 -4.0496
H -4.5578 -0.7673 -1.2884
H -3.2459 -0.2600 -1.2616
O -3.7497 -1.0715 -0.9027
H 0.4817 -2.8138 -2.9597
H -0.9159 -2.4838 -3.5761
O -0.1728 -2.9069 -3.7601
H -0.5575 0.0069 3.9733
H -1.7568 -0.0701 4.5861
O -0.9814 -0.1272 4.8447
H -1.4657 2.3773 1.0652
H -2.1879 3.3668 1.6817
O -1.3055 3.3460 1.4062
H 2.9148 -0.0448 -2.2329
H 2.9514 1.3790 -2.9735
O 2.4322 0.7556 -2.5097
H 0.9737 3.5407 -0.0877
H 1.3074 2.2376 -0.8611
O 1.6846 2.9618 -0.3621
H 3.3186 -1.7923 -0.7725
H 4.0438 -0.5082 -0.5473
O 3.7608 -1.0752 -1.2318

52
Properties=species:S:1:pos:R:3 method="wB97M-V/def2-TZVPD" molar_mass_g_mol=277.4 de_lowest_kcal_mol=39.3 total_charge=0 e_homo_ev=-9.270 orbital_gap_ev=9.385
C -0.3921 -1.1943 3.8079
C 0.8320 -0.3657 3.3932
C 0.4633 1.0636 3.0101
N -0.3557 1.1832 1.7958
C 0.0115 2.3154 0.9499
C -0.2961 2.0008 -0.5120
C -0.0491 3.2633 -1.4081
C 0.6523 0.9292 -1.0213
H -0.1967 -2.2681 3.7576
H -1.2169 -0.9935 3.1399
H -0.6635 -1.0360 4.8422
H 1.5110 -0.2927 4.2422
H 1.2480 -0.8515 2.5251
H -0.0180 1.5335 3.8786
H 1.3867 1.6055 2.8309
H -1.3463 1.2324 2.0013
H 1.0668 2.5559 0.9763
H -0.5307 3.2320 1.1872
H -1.3313 1.6900 -0.6454
H -0.9437 3.5120 -1.9778
H 0.6830 2.9953 -2.1677
H 0.3096 4.1147 -0.8408
H 1.6791 1.2884 -0.9450
H 0.6148 0.0165 -0.4129
H 0.4381 0.4744 -1.9832
O -3.2706 -1.3306 -0.8998
H -2.4517 -1.5144 -0.3916
H -3.4121 -2.2010 -1.2870
O 0.0528 -1.6219 -3.7733
H -0.4415 -1.9504 -4.5206
H -0.4705 -0.9675 -3.3711
O 0.1994 -3.8244 -1.8876
H -0.6762 -3.6183 -1.5342
H 0.1844 -3.2810 -2.6992
O 3.0075 -1.0806 -1.2248
H 2.2693 -1.1659 -0.6132
H 2.7559 -0.6640 -2.0526
O -3.7581 1.5681 0.9763
H -3.7304 2.1779 0.2258
H -3.5272 0.7491 0.5106
O 4.8294 1.7338 -1.1061
H 4.7790 1.6636 -0.1378
H 4.0838 1.1167 -1.2045
O -1.0781 -1.6511 0.6570
H -0.3714 -2.2738 0.8826
H -0.7073 -0.7612 0.8122
O -1.9903 0.0724 -2.9070
H -2.5233 -0.2983 -2.1696
H -2.2525 1.0005 -2.8757
O 1.4402 -3.0348 0.2475
H 1.3094 -3.3417 -0.6837
H 2.1939 -3.5055 0.6032

67
Properties=species:S:1:pos:R:3 method="wB97M-V/def2-TZVPD" multiplicity=3 molar_mass_g_mol=557.9 total_charge=-1 e_homo_ev="0.088 / -6.983" orbital_gap_ev="2.295 / 6.000"
Ag -0.8806 -0.3847 1.6927
B 0.7095 -0.4343 -0.2091
H 1.3018 -0.3472 -1.1068
H -0.3083 -0.6356 -0.5057
H 1.1024 -1.2208 0.4163
H 0.8086 0.4903 0.3382
B -0.3362 -1.9519 3.3921
H -1.4052 -2.0849 3.3317
H 0.0470 -2.7591 3.9969
H 0.0314 -2.0272 2.3804
H -0.2691 -0.9394 3.7591
C -2.2261 -3.2309 0.7806
O -1.9854 -2.1115 0.6469
N -2.5604 -3.7669 1.8586
N -1.9114 -4.1259 -0.1338
H -2.5323 -4.7764 1.8754
H -2.6814 -3.2832 2.7369
H -2.1498 -5.0870 0.0651
H -1.6458 -3.9237 -1.0870
C 1.5631 4.0184 -1.6607
O 1.8384 4.4219 -0.4970
N 1.9843 4.5581 -2.8122
N 0.7195 2.9956 -1.8759
H 1.9347 4.0455 -3.6810
H 2.3132 5.5075 -2.7099
H 0.3259 2.5058 -1.0852
H 0.3814 2.8356 -2.8141
C -2.9452 1.6118 0.1015
O -1.9540 1.1160 0.4959
N -4.0095 1.5691 0.8559
N -3.2514 2.3409 -0.9394
H -4.8783 1.7120 0.3610
H -3.9434 0.8075 1.5160
H -2.8080 2.0728 -1.8063
H -4.2289 2.5950 -0.9408
C 4.1445 0.7615 0.6191
O 5.2971 1.0239 0.9998
N 3.3599 -0.1668 1.1148
N 3.5309 1.4239 -0.3632
H 2.4417 -0.1969 0.6952
H 3.7023 -0.7180 1.8889
H 4.2330 1.8884 -0.9212
H 2.5817 1.1540 -0.5784
C -1.8891 0.1247 -3.7451
O -1.9067 1.3002 -3.6257
N -0.9412 -0.6761 -3.2058
N -2.9766 -0.5553 -4.0223
H -0.4114 -0.1073 -2.5610
H -0.9475 -1.6736 -3.0475
H -3.8198 -0.1043 -4.3473
H -2.8785 -1.5323 -4.2591
C 1.7858 -3.6130 -2.0160
O 2.1922 -4.4551 -2.7873
N 0.6170 -3.0755 -1.8497
N 2.6019 -3.0236 -1.1317
H -0.1392 -3.3969 -2.4370
H 0.5256 -2.3314 -1.1729
H 2.0973 -2.3076 -0.6288
H 3.5878 -3.2403 -1.1641
C 0.5936 2.3663 3.5685
O 0.0644 1.5213 2.7991
N 1.7892 2.8736 3.4305
N 0.1186 2.8257 4.7343
H 2.4023 2.3739 2.8025
H 2.1365 3.5812 4.0620
H 0.7702 3.2555 5.3752
H -0.8143 2.5864 5.0383

59
Properties=species:S:1:pos:R:3 method="wB97M-V/def2-TZVPD" molar_mass_g_mol=346.4 de_lowest_kcal_mol=175.5 total_charge=0 e_homo_ev=-8.946 orbital_gap_ev=8.933
C -2.3819 0.4007 -1.0258
O -3.2580 -0.5590 -0.4452
C -1.7793 1.0448 0.1350
C -0.3249 1.3776 0.0119
C 0.4535 0.1537 -0.5689
C 1.1252 -0.5184 0.4160
C 1.8532 -1.7762 0.3424
C 1.4705 -2.8400 1.1144
H -3.0949 0.8989 -1.6322
H -1.7243 -0.2046 -1.7253
H -2.9920 -0.9250 0.3357
H -1.8110 0.2635 0.9764
H -2.6915 1.6856 0.4170
H 0.1707 1.7297 0.8844
H -0.1806 2.1578 -0.9013
H 0.4966 -0.0036 -1.6490
H 0.9900 -0.0349 1.3469
H 2.6805 -1.8138 -0.2814
H 0.6885 -2.8648 2.0198
H 1.8330 -3.8456 0.9714
H -1.1779 -0.9358 3.2179
H -1.1034 0.1711 2.4218
O -1.2899 0.0173 3.2648
H -1.7146 -2.0271 -1.8244
H -0.2284 -2.7079 -1.7879
O -1.1788 -2.8434 -1.9330
H -0.2397 0.1957 -4.0823
H -0.3232 -1.2682 -4.4241
O -0.6801 -0.6534 -3.7599
H 2.5749 -2.0618 2.8076
H 3.9645 -1.7154 2.2975
O 3.2427 -1.4782 2.9198
H 1.1609 -2.8046 -2.9214
H 2.1608 -1.4781 -2.8258
O 1.6123 -2.1501 -2.3552
H -2.3166 -1.8145 2.5665
H -1.7472 -2.9033 1.7238
O -1.7438 -2.6343 2.7710
H 1.2604 4.2777 -1.1096
H -0.3559 4.6432 -0.7043
O 0.3401 4.5428 -1.4332
H 0.3194 0.9056 3.9468
H 1.7059 1.6330 3.6076
O 0.8157 1.7537 3.9863
H -1.4890 3.4092 2.6997
H -0.0972 2.8585 3.0361
O -0.5059 3.5489 2.4909
H 2.7559 3.7703 1.2192
H 1.1350 3.7613 1.7508
O 1.8172 3.6961 0.9093
H -2.5111 -4.1144 0.4269
H -2.2217 -3.2022 -0.6538
O -2.3657 -3.2975 0.2899
H 0.5239 2.5874 -3.5826
H 0.7330 2.0433 -2.1503
O 0.4467 1.7081 -3.0954
H 2.8025 0.3793 -3.2991
H 1.3864 0.2833 -3.7615
O 2.2699 -0.1488 -3.8488

15
Properties=species:S:1:pos:R:3 method="wB97M-V/def2-TZVPD" molar_mass_g_mol=228.0 de_lowest_kcal_mol=5.4 total_charge=0 e_homo_ev=-10.035 orbital_gap_ev=8.482
H -0.0964 -2.0255 -1.9960
N -1.0856 -1.8228 -1.8363
C -1.3997 -0.6398 -1.6193
C -0.5760 0.6260 -1.4995
Br -1.1218 1.9439 -2.8271
C 0.2275 1.1252 -0.4871
C 0.5999 0.4531 0.7094
C 1.8957 0.8554 1.2216
N 2.9561 1.1393 1.5694
C -0.0222 -0.4677 1.4519
F -1.1619 -1.0259 1.0234
C 0.5460 -0.8313 2.7221
N 1.1670 -1.1282 3.6356
H -2.3797 -0.4126 -1.5813
H 0.4511 2.2108 -0.4867

15
Properties=species:S:1:pos:R:3 method="wB97M-V/def2-TZVPD" molar_mass_g_mol=228.0 de_lowest_kcal_mol=26.2 total_charge=0 e_homo_ev=-9.332 orbital_gap_ev=8.230
N -1.2290 -3.0925 -2.0838
C -0.8495 -2.2496 -1.4015
C -0.4986 -1.1457 -0.5583
C -0.0996 -0.0002 -1.1259
C 0.1805 1.1123 -0.2768
Br -0.1258 2.9214 -0.8008
C 1.0339 0.9102 0.8093
N 1.5155 -0.2537 1.1009
C 1.0430 -1.4221 1.2122
F 1.7965 -2.5390 0.9844
C -0.1103 -1.6317 2.0482
N -0.7678 -1.7057 2.9844
H -1.0440 -1.1404 0.4783
H 0.0588 0.0552 -2.0784
H 1.5289 1.8004 1.2810

15
Properties=species:S:1:pos:R:3 method="wB97M-V/def2-TZVPD" molar_mass_g_mol=200.6 total_charge=-1 e_homo_ev=-4.052 orbital_gap_ev=6.187
C 2.4274 -0.0812 0.1024
C 1.9219 1.2522 -0.1968
C 1.4185 -0.9884 0.1245
C 0.1569 -0.2039 0.1985
C -1.2146 -0.2578 0.2975
C -1.5985 1.2291 0.0813
C 0.5612 1.2291 -0.0189
N -0.5577 2.0229 -0.0586
O -1.9535 -2.7920 0.5797
O -2.6743 -1.2398 -1.2903
S -2.5983 -1.5488 0.1785
Cl -3.2190 1.8322 0.1460
H 3.5109 -0.4705 0.1469
H 2.5105 2.0123 -0.4637
H 1.3085 -1.9956 0.1730

49
Properties=species:S:1:pos:R:3 method="wB97M-V/def2-TZVPD" molar_mass_g_mol=982.6 total_charge=+1 e_homo_ev=-13.543 orbital_gap_ev=8.227
Zn -0.7595 0.8582 -2.6976
Zn 1.9526 -1.9226 0.5220
Zn -3.0751 -1.3074 0.9739
C -0.0848 2.3932 1.7007
F 0.9325 3.2466 1.1874
F 0.0997 2.0755 2.9820
F -1.2380 3.0261 1.6007
S -0.1238 0.7665 0.6039
O -0.1687 1.2420 -0.8091
O 1.0668 -0.1085 0.8411
O -1.3561 0.0698 0.9251
C -1.1062 -3.6544 -2.5618
F -1.8233 -3.3333 -3.6673
F -1.8819 -4.5406 -1.8503
F 0.1154 -4.1084 -2.9411
S -0.9425 -2.1441 -1.3351
O -2.1174 -2.1359 -0.4844
O 0.3295 -2.2420 -0.6178
O -1.0051 -0.9960 -2.1953
C -4.3965 2.7722 -0.7645
F -3.4936 3.2292 0.0383
F -5.5620 2.4662 -0.0878
F -4.5039 3.5823 -1.8495
S -3.8221 1.0346 -1.5066
O -4.8457 0.5204 -2.4738
O -2.5040 1.3153 -2.0583
O -3.5408 0.0918 -0.3844
C -0.6662 -4.7559 2.5054
F -1.0670 -5.0766 1.2896
F -1.6732 -5.1496 3.3307
F 0.4678 -5.4500 2.6752
S -0.4545 -2.8532 2.6699
O -1.6378 -2.2604 2.0297
O -0.3707 -2.5110 4.0924
O 0.7873 -2.5353 1.9081
C 3.6741 1.2264 -2.0797
F 3.2761 1.7553 -0.9265
F 3.3946 2.0195 -3.0409
F 5.0047 0.8953 -2.1346
S 2.5903 -0.3338 -2.4231
O 3.1322 -1.2534 -3.4507
O 2.4713 -0.9755 -1.1467
O 1.2741 0.2562 -2.7788
C 3.8934 4.6190 2.4590
C 4.1269 3.2056 2.3400
N 4.2717 2.0164 2.3350
H 2.9512 4.7449 1.9255
H 4.6472 5.1568 1.8842
H 3.7612 5.0626 3.4459

14
Properties=species:S:1:pos:R:3 method="wB97M-V/def2-TZVPD" molar_mass_g_mol=183.2 total_charge=-1 e_homo_ev=-3.678 orbital_gap_ev=6.835
C -0.5309 0.1768 1.5728
C -1.0504 -1.4381 -0.3982
C 0.3798 1.1521 1.8910
C -0.3338 -0.2925 0.1558
C 0.7780 0.1544 -0.4340
C 1.6603 1.2764 -2.6190
C -1.9768 -2.1262 0.1897
O -2.5905 -2.8777 0.8544
O 0.7488 1.0015 -3.3014
S 3.0908 1.9546 -2.2638
S 1.4511 1.3808 0.5625
H -1.1907 -0.1570 2.2961
H -0.9232 -1.6925 -1.4449
H 0.4874 1.4874 2.9390

60
Properties=species:S:1:pos:R:3 method="wB97M-V/def2-TZVPD" molar_mass_g_mol=330.4 de_lowest_kcal_mol=1.8 total_charge=+1 e_homo_ev=-11.822 orbital_gap_ev=9.635
C -2.5442 -0.9617 0.5649
C -1.2075 -1.3701 0.0317
C 0.0106 -0.5526 0.3651
C 1.3763 -1.0326 -0.0464
C 1.0850 -0.4799 -2.3957
C 1.4228 -1.4145 -1.5273
C 1.9292 -2.7614 -1.9344
N -0.9544 -2.8226 0.4976
H -2.5659 -0.5848 1.5839
H -3.2115 -1.8443 0.5017
H -2.9553 -0.0995 0.0667
H -1.2509 -1.5476 -1.0482
H -0.1657 0.4224 -0.1213
H -0.0451 -0.3008 1.4611
H 2.0557 -0.1963 0.1217
H 1.7327 -1.9093 0.5558
H 1.1135 -0.5448 -3.4872
H 0.9361 0.5260 -2.0291
H 2.7917 -2.5579 -2.5520
H 2.3785 -3.3874 -1.1381
H 1.2237 -3.3797 -2.4482
H -0.1035 -3.1720 0.0273
H -0.8090 -2.9429 1.5068
H -1.7000 -3.4455 0.1795
H -1.8653 0.1318 -3.6759
H -2.6679 -1.0269 -4.3085
O -2.3088 -0.7211 -3.4699
H -1.8599 2.1035 1.7737
H -1.1687 3.4459 2.1188
O -1.8884 3.0401 1.5499
H -0.3169 3.7790 -1.0802
H 0.7673 4.1422 -2.1228
O 0.6434 3.9047 -1.1955
H 0.7316 -3.5802 3.6424
H 0.0353 -2.2585 3.6352
O 0.0212 -3.1164 3.1816
H 4.4643 3.4075 0.4954
H 2.9212 3.8375 0.4365
O 3.5522 3.1225 0.5987
H -0.2719 5.0320 3.0454
H 0.7713 3.6959 2.9240
O -0.0788 4.1072 3.2047
H -2.6868 3.8818 -1.1713
H -2.0502 3.0667 -0.1114
O -2.0088 3.1951 -1.1053
H 0.5264 0.5135 4.1919
H -0.6123 0.0706 5.1506
O -0.2652 -0.0397 4.2626
H -1.7166 2.2643 -2.5766
H -0.6936 2.0983 -3.5467
O -1.6618 2.0786 -3.5523
H 2.8897 3.1484 2.1482
H 3.1249 3.7063 3.6006
O 2.4792 3.2719 3.0421
H -0.9736 -1.9938 -3.1711
H -1.4992 -3.4374 -3.2486
O -0.8199 -2.9103 -2.8171
H 1.9494 -5.2539 0.1872
H 0.9443 -5.4279 -0.7988
O 1.0499 -4.9194 0.0269

What did the second record say?
55
Properties=species:S:1:pos:R:3 method="wB97M-V/def2-TZVPD" molar_mass_g_mol=325.4 de_lowest_kcal_mol=114.9 total_charge=0 e_homo_ev=-8.696 orbital_gap_ev=8.421
C -1.0691 -1.0977 -0.3546
C 0.3796 -0.6436 -0.3916
C 0.6056 -0.6033 1.0283
C 1.0264 0.4334 1.8366
N 1.3755 -0.0832 3.0893
C 1.3428 -1.5178 3.1032
C 0.6722 -1.8578 1.8488
C 0.4305 -3.2901 1.4985
H -1.2069 -1.6929 -1.2754
H -1.4301 -1.6023 0.6464
H -1.7064 -0.1332 -0.3842
H 0.1509 0.2971 -0.9445
H 1.1318 -1.1944 -1.0315
H 1.0252 1.5510 1.5464
H 2.0643 0.4885 3.5664
H 1.5206 -2.0321 3.9813
H 0.7861 -3.4162 0.4820
H 0.8438 -3.8935 2.3204
H -0.5579 -3.5784 1.2714
H -2.8435 -0.8723 3.5118
H -2.2823 -0.1484 2.2085
O -3.0158 -0.1049 2.9183
H -1.9963 3.7573 -1.3605
H -1.5273 2.3742 -1.1731
O -1.1439 3.2464 -1.3210
H 3.1336 0.7357 0.7063
H 3.6614 2.1360 -0.0251
O 3.9382 1.1830 0.2165
H -3.2692 1.3231 -2.8443
H -1.8257 0.7478 -2.3577
O -2.6419 1.1139 -2.0383
H -0.6296 1.5190 -4.4197
H 0.5343 0.3254 -4.0397
O -0.4488 0.4799 -4.0496
H -4.5578 -0.7673 -1.2884
H -3.2459 -0.2600 -1.2616
O -3.7497 -1.0715 -0.9027
H 0.4817 -2.8138 -2.9597
H -0.9159 -2.4838 -3.5761
O -0.1728 -2.9069 -3.7601
H -0.5575 0.0069 3.9733
H -1.7568 -0.0701 4.5861
O -0.9814 -0.1272 4.8447
H -1.4657 2.3773 1.0652
H -2.1879 3.3668 1.6817
O -1.3055 3.3460 1.4062
H 2.9148 -0.0448 -2.2329
H 2.9514 1.3790 -2.9735
O 2.4322 0.7556 -2.5097
H 0.9737 3.5407 -0.0877
H 1.3074 2.2376 -0.8611
O 1.6846 2.9618 -0.3621
H 3.3186 -1.7923 -0.7725
H 4.0438 -0.5082 -0.5473
O 3.7608 -1.0752 -1.2318